{"formula": "C24H55FN9O7P3", "method": "wB97M-V/def2-TZVPD", "symbols": ["C", "C", "C", "F", "C", "C", "C", "P", "O", "O", "O", "C", "O", "C", "C", "C", "C", "N", "N", "N", "C", "O", "H", "H", "H", "H", "H", "H", "H", "H", "H", "H", "H", "H", "H", "H", "H", "H", "H", "H", "H", "C", "N", "C", "P", "O", "N", "C", "C", "N", "C", "C", "H", "H", "H", "H", "H", "H", "H", "H", "H", "H", "H", "H", "H", "H", "H", "H", "H", "H", "C", "N", "C", "P", "O", "N", "C", "C", "N", "C", "C", "H", "H", "H", "H", "H", "H", "H", "H", "H", "H", "H", "H", "H", "H", "H", "H", "H", "H"], "positions_angstrom": [[3.50, 7.28, -3.82], [2.14, 6.76, -4.53], [2.45, 5.73, -5.74], [1.83, 6.13, -6.98], [2.20, 4.22, -5.35], [0.98, 3.53, -5.38], [-0.37, 4.27, -5.79], [-1.60, 4.12, -4.33], [-2.72, 3.11, -4.61], [-2.20, 5.69, -3.97], [-0.79, 3.63, -2.91], [0.92, 1.98, -5.00], [-0.14, 1.34, -4.90], [2.26, 1.13, -4.77], [3.50, 1.82, -4.71], [4.81, 0.96, -4.45], [5.39, 1.06, -2.97], [4.35, 0.85, -1.91], [6.18, 2.29, -2.69], [6.36, -0.10, -2.83], [3.49, 3.39, -4.88], [4.56, 3.99, -4.58], [4.42, 7.12, -4.47], [3.46, 8.41, -3.60], [3.68, 6.78, -2.81], [1.68, 7.70, -5.01], [1.40, 6.35, -3.78], [3.58, 5.84, -5.93], [-0.26, 5.39, -5.97], [-0.81, 3.72, -6.69], [-2.33, 5.68, -2.99], [-1.00, 2.67, -2.81], [2.23, 0.00, -4.67], [5.63, 1.18, -5.21], [4.52, -0.14, -4.61], [3.65, 1.60, -1.96], [4.87, 1.03, -1.02], [6.52, 2.75, -3.54], [5.68, 2.95, -2.08], [7.11, 0.14, -3.51], [6.82, 0.06, -1.91], [-1.51, -2.73, -1.52], [-1.09, -1.36, -1.62], [-0.43, -1.12, -2.90], [-0.63, -0.26, -0.37], [-1.39, 0.91, -1.03], [-1.71, -0.31, 0.98], [-2.93, -1.10, 0.96], [-2.05, 1.01, 1.53], [0.34, -1.51, 0.40], [1.60, -1.86, -0.24], [0.03, -2.35, 1.54], [-0.70, -3.42, -1.24], [-1.91, -3.09, -2.48], [-2.34, -2.88, -0.83], [0.58, -1.53, -2.92], [-0.35, -0.05, -3.11], [-0.99, -1.55, -3.73], [-3.54, -0.90, 0.08], [-3.54, -0.92, 1.85], [-2.71, -2.17, 1.02], [-2.83, 1.51, 0.94], [-1.17, 1.66, 1.55], [-2.41, 0.92, 2.55], [1.50, -2.75, -0.88], [2.39, -2.06, 0.49], [1.96, -1.04, -0.87], [-0.65, -3.16, 1.27], [-0.40, -1.78, 2.37], [0.93, -2.81, 1.96], [-3.85, -5.42, 5.56], [-2.72, -4.73, 4.99], [-1.80, -5.68, 4.37], [-2.00, -3.23, 5.45], [-1.84, -2.77, 3.99], [-3.20, -2.01, 5.78], [-4.61, -2.24, 5.54], [-2.86, -0.69, 5.25], [-2.08, -3.71, 7.15], [-1.11, -4.71, 7.59], [-3.03, -3.33, 8.18], [-3.63, -5.86, 6.54], [-4.17, -6.25, 4.92], [-4.74, -4.81, 5.65], [-1.21, -6.21, 5.13], [-1.10, -5.17, 3.70], [-2.32, -6.42, 3.76], [-4.81, -2.60, 4.53], [-5.19, -1.32, 5.69], [-5.03, -2.93, 6.27], [-3.09, -0.61, 4.18], [-1.80, -0.47, 5.39], [-3.42, 0.09, 5.77], [-1.56, -5.71, 7.60], [-0.73, -4.50, 8.60], [-0.25, -4.73, 6.93], [-3.97, -3.88, 8.07], [-3.23, -2.26, 8.18], [-2.64, -3.55, 9.18]], "mulliken_charge": [-0.959, -0.301, -0.203, -0.354, 0.356, 0.303, -0.732, 1.077, -0.657, -0.538, -0.487, 0.094, -0.592, -0.602, 0.654, -1.286, 0.150, -0.467, -0.514, -0.655, 0.666, -0.668, 0.244, 0.316, 0.250, 0.354, 0.173, 0.332, 0.335, 0.417, 0.319, 0.300, 0.189, 0.478, 0.312, 0.299, 0.331, 0.257, 0.254, 0.283, 0.353, -0.851, 0.172, -0.996, 0.841, -0.906, 0.311, -0.974, -0.966, 0.209, -1.094, -0.883, 0.224, 0.387, 0.226, 0.266, 0.162, 0.418, 0.273, 0.398, 0.044, 0.344, 0.350, 0.143, 0.277, 0.393, 0.305, 0.204, 0.281, 0.356, -0.828, 0.190, -1.009, 0.799, -0.682, 0.123, -1.131, -0.884, -0.012, -1.087, -0.864, 0.220, 0.384, 0.182, 0.299, 0.186, 0.399, 0.276, 0.397, 0.311, 0.068, 0.345, 0.403, 0.300, 0.401, 0.315, 0.273, 0.282, 0.353], "e_above_lowest_kcal_mol": 0.0, "total_energy_ev": -84100.692, "orbital_gap_ev": 6.007, "max_force_ha_per_bohr": 0.15140, "e_lumo_ev": -1.6, "spin_multiplicity": 1}